(1)
Molecular formula: C26H27BCeN4O5S2SeSi
Method: DFT, the ωB97M-V functional and the def2-TZVPD basis

Each line ends with the Löwdin spin population.
CARTESIAN COORDINATES (ANGSTROEM)
1 Ce 0.237 1.273 0.224  1.01
2 C -3.313 -0.575 -1.846  0.00
3 N -3.058 -1.164 -0.548  0.00
4 C -3.987 -1.376 0.443  0.00
5 C -3.323 -1.948 1.473  0.00
6 N -2.001 -2.088 1.124  0.00
7 B -1.063 -2.960 2.040  0.00
8 N 0.425 -2.523 1.996  0.00
9 C 1.423 -3.343 1.525  0.00
10 C 2.599 -2.684 1.610  0.00
11 N 2.316 -1.443 2.135  0.00
12 C 3.294 -0.410 2.422  0.00
13 C 0.985 -1.360 2.364  0.00
14 S 0.188 0.054 2.930  0.00
15 C -1.844 -1.578 -0.114  0.00
16 S -0.391 -1.396 -1.012  0.00
17 H -4.384 -0.397 -1.927  0.00
18 H -2.994 -1.260 -2.631  0.00
19 H -2.771 0.365 -1.926  0.00
20 H -5.013 -1.078 0.327  0.00
21 H -3.670 -2.268 2.438  0.00
22 H -1.509 -2.858 3.153  0.00
23 H -1.085 -4.102 1.648  0.00
24 H 1.192 -4.319 1.145  0.00
25 H 3.597 -2.956 1.322  0.00
26 H 4.174 -0.604 1.816  0.00
27 H 3.551 -0.421 3.482  0.00
28 H 2.892 0.564 2.154  0.00
29 O 3.997 2.685 -1.364  0.00
30 Se 2.627 2.108 -0.764  0.00
31 O 2.155 2.674 0.735  0.00
32 O 2.497 0.469 -0.542  0.00
33 O 1.227 2.420 -1.650  0.00
34 O -1.917 1.761 -0.341  0.00
35 Si -2.562 3.173 0.121  0.00
36 C -1.374 3.915 1.384  0.00
37 C -0.594 5.034 1.074  0.00
38 C 0.385 5.496 1.942  0.00
39 C 0.616 4.841 3.142  0.00
40 C -0.136 3.723 3.473  0.00
41 C -1.118 3.270 2.603  0.00
42 C -2.646 4.288 -1.391  0.00
43 C -3.454 5.423 -1.474  0.00
44 C -3.442 6.236 -2.598  0.00
45 C -2.612 5.926 -3.666  0.00
46 C -1.800 4.803 -3.603  0.00
47 C -1.820 3.991 -2.476  0.00
48 C -4.273 2.980 0.873  0.00
49 C -4.587 3.215 2.208  0.00
50 C -5.863 2.974 2.703  0.00
51 C -6.853 2.489 1.864  0.00
52 C -6.565 2.255 0.525  0.00
53 C -5.291 2.500 0.042  0.00
54 H -0.739 5.540 0.126  0.00
55 H 0.988 6.350 1.663  0.00
56 H 1.398 5.185 3.806  0.00
57 H 0.060 3.185 4.392  0.00
58 H -1.678 2.373 2.863  0.00
59 H -4.112 5.680 -0.651  0.00
60 H -4.080 7.111 -2.641  0.00
61 H -2.598 6.560 -4.543  0.00
62 H -1.142 4.556 -4.426  0.00
63 H -1.170 3.127 -2.438  0.00
64 H -3.829 3.597 2.882  0.00
65 H -6.083 3.162 3.747  0.00
66 H -7.847 2.294 2.248  0.00
67 H -7.338 1.884 -0.137  0.00
68 H -5.079 2.316 -1.006  0.00

Forces on the atoms, in the same order (eV/Å):
Ce -1.983 -1.205 0.521
C 0.005 0.037 0.008
N 0.059 -0.025 0.068
C -0.022 -0.059 0.060
C -0.115 0.071 -0.048
N -0.092 0.107 -0.103
B -0.030 0.087 -0.018
N 0.199 0.003 -0.001
C 0.076 0.006 -0.018
C -0.036 -0.069 -0.014
N -0.062 -0.012 0.025
C -0.049 -0.004 -0.044
C -0.113 0.206 -0.199
S -0.084 0.010 0.123
C 0.132 -0.035 0.124
S 0.160 0.028 0.055
H 0.007 0.016 0.000
H 0.018 0.031 0.005
H -0.012 0.002 -0.038
H -0.032 0.000 0.031
H -0.042 -0.002 0.027
H 0.021 0.016 0.101
H -0.019 -0.083 -0.052
H 0.022 -0.038 -0.021
H 0.023 -0.042 -0.013
H 0.011 0.023 0.000
H 0.004 0.026 0.003
H 0.041 -0.010 0.030
O -0.171 -0.107 0.123
Se 0.915 0.633 -0.870
O 0.242 0.043 -0.109
O 0.170 0.165 -0.013
O 0.552 0.033 0.241
O 0.086 0.370 0.357
Si 0.202 -0.293 -0.247
C 0.065 0.133 -0.007
C 0.012 0.040 -0.037
C -0.008 -0.012 -0.009
C -0.014 -0.012 0.006
C 0.047 0.000 -0.001
C -0.044 -0.166 -0.104
C -0.064 0.045 0.125
C -0.082 0.008 0.065
C -0.021 0.036 -0.009
C 0.015 0.011 -0.042
C 0.017 -0.023 -0.003
C 0.033 0.039 -0.045
C -0.010 -0.072 -0.202
C 0.023 0.083 0.126
C -0.053 -0.016 0.015
C -0.004 -0.002 -0.010
C -0.063 -0.013 0.016
C 0.014 -0.019 -0.022
H -0.020 -0.006 0.005
H 0.012 0.006 0.010
H 0.007 0.002 0.008
H -0.007 -0.006 0.001
H -0.009 0.046 0.038
H 0.000 -0.025 0.038
H -0.002 0.002 0.001
H 0.006 0.000 -0.011
H 0.000 0.016 -0.020
H 0.015 -0.028 0.007
H 0.025 0.000 -0.013
H 0.015 0.003 0.004
H -0.011 0.005 0.011
H 0.007 -0.001 -0.008
H 0.013 -0.008 -0.029

Summary:
Energy, Ha: -5589.81104
Expectation value of S²: 0.75
Multiplicity: 2
Highest occupied orbital energy (alpha / beta), eV: -5.28 / -5.29
Total charge: -1



(2)
Molecular formula: C26H27Cl3F6HgN5O4P
Method: DFT, the ωB97M-V functional and the def2-TZVPD basis

Each line ends with the Löwdin charge.
CARTESIAN COORDINATES (ANGSTROEM)
1 Hg -0.265 -0.224 -0.112  1.14
2 Cl -0.478 -1.818 3.576  0.64
3 O -0.464 -1.046 2.351  -0.48
4 O 0.758 -2.581 3.684  -0.37
5 O -0.477 -0.847 4.637  -0.36
6 O -1.663 -2.643 3.666  -0.35
7 P 0.292 2.964 -2.400  0.21
8 F 1.287 1.982 -3.278  -0.19
9 F 1.634 3.289 -1.501  -0.18
10 F 0.534 4.212 -3.464  -0.17
11 F -0.576 3.926 -1.442  -0.14
12 F -1.004 2.488 -3.223  -0.15
13 F 0.050 1.683 -1.465  -0.25
14 N -0.356 -0.777 -2.450  0.00
15 C -1.514 -0.382 -3.063  -0.14
16 C -1.784 -0.676 -4.396  -0.03
17 C -0.808 -1.319 -5.155  -0.06
18 C 0.362 -1.695 -4.584  -0.08
19 C 0.605 -1.381 -3.273  -0.09
20 H -2.262 0.106 -2.457  0.08
21 H -2.751 -0.361 -4.759  0.11
22 H -0.988 -1.658 -6.165  0.11
23 H 1.127 -2.225 -5.132  0.11
24 H 1.543 -1.759 -2.895  0.10
25 N 2.048 -0.424 -0.193  0.01
26 C 2.894 0.009 -1.190  -0.12
27 C 4.282 -0.118 -1.208  -0.03
28 C 4.860 -0.799 -0.171  -0.08
29 C 4.108 -1.215 0.872  -0.09
30 C 2.754 -0.966 0.846  -0.19
31 H 2.380 0.415 -2.048  0.08
32 H 4.850 0.206 -2.067  0.12
33 H 5.932 -0.929 -0.168  0.12
34 H 4.600 -1.702 1.700  0.12
35 H 2.169 -1.244 1.710  0.06
36 N -2.544 0.547 0.019  0.01
37 C -3.463 -0.161 0.769  -0.11
38 C -4.823 0.173 0.909  -0.04
39 C -5.288 1.307 0.250  -0.06
40 C -4.376 2.113 -0.404  -0.05
41 C -3.065 1.705 -0.494  -0.12
42 H -3.033 -0.940 1.380  0.10
43 H -5.487 -0.319 1.604  0.11
44 H -6.311 1.649 0.299  0.11
45 H -4.755 2.973 -0.937  0.12
46 H -2.403 2.328 -1.078  0.09
47 N 0.164 1.681 1.465  0.02
48 C 1.260 2.438 1.193  -0.16
49 C 1.691 3.525 1.946  -0.10
50 C 0.852 4.020 2.862  -0.06
51 C -0.373 3.307 3.109  -0.04
52 C -0.689 2.178 2.396  -0.13
53 H 1.914 2.058 0.422  0.08
54 H 2.545 4.142 1.708  0.12
55 H 1.039 4.922 3.427  0.11
56 H -1.065 3.671 3.854  0.10
57 H -1.558 1.597 2.670  0.11
58 N -0.862 -2.575 -0.133  0.00
59 C -0.001 -3.580 0.259  -0.09
60 C -0.214 -4.925 -0.036  -0.04
61 C -1.424 -5.293 -0.586  -0.07
62 C -2.375 -4.320 -0.860  -0.06
63 C -2.035 -2.990 -0.702  -0.13
64 H 0.903 -3.182 0.697  0.09
65 H 0.539 -5.679 0.143  0.11
66 H -1.699 -6.315 -0.799  0.11
67 H -3.289 -4.692 -1.299  0.11
68 H -2.748 -2.227 -0.975  0.09
69 C 3.819 1.815 4.489  -0.98
70 Cl 5.268 1.143 5.285  0.51
71 Cl 3.077 0.654 3.373  0.63
72 H 2.986 2.114 5.125  0.04
73 H 4.145 2.648 3.867  0.02

Forces on the atoms, in the same order (eV/Å):
Hg -0.162 -0.349 0.988
Cl 0.778 0.580 2.232
O -0.194 -0.169 -1.324
O -0.865 -0.223 -0.769
O -0.346 -0.074 0.275
O 0.655 0.044 -0.637
P 2.036 1.410 -1.587
F -0.641 0.424 -0.495
F -0.642 0.603 -0.476
F -0.006 -1.337 1.285
F -0.037 -0.487 -0.160
F -0.136 0.318 -0.242
F -0.447 -0.030 1.063
N 0.695 -0.401 -2.577
C 1.602 -1.214 0.050
C 0.404 0.274 0.321
C -1.787 -0.108 -0.549
C 1.051 0.137 0.439
C -2.026 0.450 1.586
H 0.144 0.057 0.121
H 0.074 -0.117 -0.389
H -0.267 0.342 -0.200
H -0.016 0.007 -0.127
H -0.070 0.389 0.848
N 3.863 -0.091 0.222
C -1.300 -0.218 -0.269
C -1.343 -0.156 -0.348
C 1.572 0.530 -0.624
C -0.345 -0.256 0.614
C -1.685 -0.265 0.030
H 0.010 0.360 -0.043
H -0.103 0.198 0.026
H 0.122 -0.195 0.032
H -0.398 -0.003 0.241
H -0.310 -0.150 0.103
N -3.023 0.734 0.827
C 0.511 0.739 0.023
C 0.793 0.604 -0.229
C 0.323 0.117 0.338
C -0.588 -0.670 -0.236
C 1.296 -0.616 -0.542
H 0.017 -0.421 -0.143
H 0.232 -0.512 -0.122
H -0.184 -0.286 0.135
H 0.433 0.259 0.070
H 0.391 -0.072 0.058
N 0.549 1.643 -0.521
C -0.071 -1.768 0.488
C 0.172 0.469 -1.409
C -3.033 -0.671 1.807
C 0.906 1.147 -0.012
C 1.193 -0.413 0.131
H -0.177 0.020 -0.096
H 0.398 -0.528 -0.368
H 0.164 0.036 0.028
H -0.030 0.010 0.051
H -0.085 -0.161 -0.276
N -0.667 -2.530 -0.124
C -0.784 1.540 -1.169
C 0.030 0.304 0.192
C -0.355 0.295 0.135
C 0.598 -0.432 -0.358
C 0.732 0.332 0.866
H 0.127 -0.363 0.250
H 0.126 0.158 0.273
H 0.324 -0.176 0.056
H -0.308 0.603 0.034
H 0.101 0.237 -0.096
C -0.126 0.110 -0.779
Cl -0.678 0.283 0.047
Cl 0.134 -0.132 0.192
H 0.665 -0.103 0.534
H 0.013 -0.065 0.285

Summary:
Energy, Ha: -4056.16811
Highest occupied orbital energy, eV: -9.16



(3)
Molecular formula: C26H27Cl8F3O2
Method: DFT, the ωB97M-V functional and the def2-TZVPD basis

Each line ends with the natural charge from an NBO analysis.
CARTESIAN COORDINATES (ANGSTROEM)
1 Cl 0.185 -2.319 4.899  0.06
2 C 1.445 -1.134 5.248  -0.21
3 Cl 1.917 -1.274 6.974  0.04
4 Cl 2.804 -1.498 4.139  0.04
5 Cl 0.969 0.525 4.912  0.07
6 Cl -2.890 1.920 -5.584  0.06
7 C -2.219 0.894 -4.309  -0.21
8 Cl -2.174 -0.805 -4.838  0.06
9 Cl -0.629 1.559 -3.884  0.05
10 Cl -3.246 0.919 -2.847  0.05
11 F -4.120 3.141 0.932  -0.33
12 C -3.952 4.479 0.777  0.41
13 C -4.628 5.381 1.546  -0.30
14 C -4.432 6.732 1.293  -0.18
15 C -3.596 7.179 0.281  -0.23
16 C -2.888 6.216 -0.460  -0.18
17 C -3.062 4.859 -0.226  -0.29
18 H -5.187 5.052 2.412  0.23
19 H -4.906 7.442 1.960  0.22
20 H -3.546 8.226 0.025  0.22
21 H -2.208 6.580 -1.219  0.21
22 H -2.544 4.195 -0.901  0.23
23 F -1.529 -1.043 2.442  -0.33
24 C -0.901 -0.413 1.438  0.39
25 C -1.575 0.437 0.603  -0.29
26 C -0.854 1.157 -0.381  -0.19
27 C 0.513 0.981 -0.465  -0.25
28 C 1.173 0.054 0.356  -0.14
29 C 0.454 -0.659 1.278  -0.31
30 H -2.632 0.582 0.796  0.23
31 H -1.429 1.873 -0.943  0.22
32 H 1.075 1.414 -1.284  0.21
33 H 2.233 -0.135 0.263  0.23
34 H 0.919 -1.414 1.901  0.23
35 F -2.467 -4.741 -0.502  -0.32
36 C -1.879 -4.894 0.690  0.39
37 C -1.128 -6.027 0.930  -0.28
38 C -0.609 -6.320 2.192  -0.20
39 C -0.858 -5.396 3.204  -0.22
40 C -1.636 -4.267 2.982  -0.20
41 C -2.181 -4.017 1.724  -0.28
42 H -1.055 -6.744 0.119  0.22
43 H 0.024 -7.187 2.291  0.22
44 H -0.397 -5.548 4.173  0.21
45 H -1.979 -3.586 3.747  0.22
46 H -2.777 -3.121 1.631  0.23
47 C 0.585 -2.882 -1.784  -0.74
48 C 1.573 -2.567 -2.912  0.60
49 C 1.431 -1.216 -3.559  -0.73
50 O 2.411 -3.368 -3.238  -0.55
51 H 0.859 -2.342 -0.874  0.24
52 H 0.788 -3.909 -1.471  0.23
53 H -0.416 -2.738 -2.177  0.23
54 H 0.400 -1.112 -3.884  0.23
55 H 2.036 -1.200 -4.466  0.23
56 H 1.775 -0.474 -2.840  0.23
57 C 6.237 2.348 -0.821  -0.72
58 C 5.204 1.257 -0.954  0.60
59 C 5.452 0.150 -1.940  -0.73
60 O 4.178 1.338 -0.320  -0.56
61 H 7.261 1.983 -0.766  0.23
62 H 5.921 3.013 -0.024  0.24
63 H 6.209 2.916 -1.760  0.23
64 H 5.394 0.500 -2.970  0.24
65 H 4.695 -0.632 -1.852  0.24
66 H 6.405 -0.325 -1.703  0.23

Forces on the atoms, in the same order (eV/Å):
Cl -0.052 0.369 0.129
C 0.475 -0.186 -0.023
Cl 0.016 0.007 -0.682
Cl 0.063 -0.054 0.522
Cl -0.379 -0.095 0.099
Cl -0.123 -0.251 0.145
C -0.274 0.036 0.393
Cl 0.331 0.445 -0.109
Cl -0.141 -0.357 -0.167
Cl 0.007 0.229 -0.392
F -0.183 0.228 0.350
C 0.827 -0.850 -1.219
C 0.225 0.090 0.609
C 0.006 0.442 0.266
C -0.040 -0.988 -0.232
C -0.449 0.827 0.377
C -0.131 0.918 -0.218
H -0.230 -0.055 -0.189
H -0.140 0.049 -0.181
H 0.234 0.071 0.165
H 0.007 -0.269 -0.138
H -0.104 -0.508 0.377
F -0.447 -0.107 0.111
C 0.712 0.000 -0.516
C 0.004 0.558 0.002
C -0.577 -0.601 1.461
C 0.344 -0.504 -0.636
C -0.283 0.265 -0.424
C -0.066 -0.379 0.754
H -0.015 0.156 -0.262
H 0.293 0.036 -0.400
H 0.026 0.414 0.235
H 0.037 0.193 -0.162
H 0.021 0.104 0.054
F 0.081 0.183 -0.459
C -0.446 -0.042 1.252
C -0.136 -0.733 -0.418
C -0.326 1.351 -0.742
C 0.562 -0.269 0.589
C -0.605 -0.305 -0.719
C 0.526 0.038 0.150
H 0.249 0.085 -0.015
H -0.067 -0.088 0.343
H -0.189 -0.043 0.069
H 0.471 -0.097 0.332
H -0.158 -0.129 -0.473
C 1.307 -0.664 -0.271
C -0.371 -0.166 0.812
C 0.343 -0.770 -0.600
O 0.331 -0.104 -0.243
H -0.571 0.679 -0.305
H -0.424 -0.175 -0.407
H -0.267 0.152 0.577
H -0.109 0.479 0.399
H 0.210 0.132 0.165
H -0.377 0.298 -0.093
C -0.158 0.047 -0.753
C -0.162 0.374 -0.029
C -0.257 -0.658 0.309
O -0.199 -0.254 0.058
H -0.033 -0.048 0.374
H 0.336 -0.033 0.185
H -0.052 0.027 0.044
H 0.428 0.171 0.011
H -0.107 0.166 0.175
H 0.178 0.160 -0.416

Summary:
Energy, Ha: -5138.48400
Highest occupied orbital energy, eV: -9.13